12
Properties=species:S:1:pos:R:3:nbo_charge:R:1 method="wB97M-V/def2-TZVPD" gap_ev=10.058 e_tot_ev=-8339.164 de_lowest_kcal_mol=29.9
O 1.52 0.16 -0.94 -0.6710
C 0.37 -0.38 -0.46 0.3413
C 0.24 -0.11 1.01 -0.5665
C -0.49 1.22 1.15 0.4540
O -0.02 2.21 1.65 -0.5031
C -0.59 -0.94 -1.20 -0.5464
H 1.57 -0.01 -1.90 0.4824
H -1.46 -1.37 -0.71 0.2138
H -0.37 -0.89 1.50 0.2398
H 1.22 -0.05 1.49 0.2463
H -1.50 1.21 0.69 0.1077
H -0.50 -1.03 -2.27 0.2018

12
Properties=species:S:1:pos:R:3:nbo_charge:R:1 method="wB97M-V/def2-TZVPD" gap_ev=11.049 e_tot_ev=-8338.298 de_lowest_kcal_mol=49.9
O -2.08 1.47 0.47 -0.5171
C -1.98 0.33 0.08 0.4482
C -0.67 -0.37 -0.16 -0.5647
C 0.56 0.36 0.30 0.0447
C 1.85 -0.29 0.07 -0.1071
O 1.37 0.68 -0.85 -0.4936
H -2.88 -0.27 -0.17 0.1087
H -0.47 -0.34 -1.24 0.2729
H -0.75 -1.41 0.15 0.2293
H 0.47 1.16 1.02 0.2140
H 2.73 0.02 0.61 0.1892
H 1.84 -1.33 -0.28 0.1754

12
Properties=species:S:1:pos:R:3:nbo_charge:R:1 method="wB97M-V/def2-TZVPD" gap_ev=10.891 e_tot_ev=-8337.927 de_lowest_kcal_mol=58.4
C -0.29 -0.93 0.55 -0.5514
C 0.30 0.08 1.51 0.4507
O 1.41 0.54 1.40 -0.5202
C 0.42 0.81 -1.21 -0.1150
O 0.01 -0.30 -1.96 -0.4778
C -0.62 -0.13 -0.71 0.0506
H -1.19 -1.36 0.98 0.2180
H 0.44 -1.72 0.36 0.2516
H -0.37 0.47 2.30 0.1110
H 0.10 1.83 -1.41 0.1779
H 1.48 0.74 -0.95 0.2107
H -1.70 -0.01 -0.87 0.1938

12
Properties=species:S:1:pos:R:3:nbo_charge:R:1 method="wB97M-V/def2-TZVPD" gap_ev=9.214 e_tot_ev=-8337.623 de_lowest_kcal_mol=65.5
O 0.18 -1.84 1.53 -0.5192
C 0.15 -0.91 0.75 0.5171
C 0.65 0.48 0.93 -0.4557
C 0.82 1.17 -0.22 -0.2006
O -1.09 0.36 -0.91 -0.6808
C -0.63 -0.95 -0.59 -0.1900
H 0.76 0.92 1.91 0.2420
H -1.23 0.75 -0.02 0.4814
H 0.69 2.25 -0.33 0.2080
H 1.15 0.68 -1.13 0.1927
H 0.04 -1.30 -1.39 0.1985
H -1.49 -1.61 -0.53 0.2066

12
Properties=species:S:1:pos:R:3:nbo_charge:R:1 method="wB97M-V/def2-TZVPD" gap_ev=10.648 e_tot_ev=-8335.171 de_lowest_kcal_mol=122.0
O -0.15 -1.11 -1.61 -0.6947
C 0.03 0.09 -0.92 0.0897
C -1.04 0.55 0.13 -0.4967
C 0.06 0.60 1.20 -0.0221
O 0.73 -1.01 1.03 -0.5693
C 1.07 0.09 0.21 -0.0177
H -0.16 -1.81 -0.93 0.4781
H 0.22 0.86 -1.67 0.1871
H -1.42 1.56 -0.08 0.2344
H -1.89 -0.10 0.33 0.2307
H 0.44 -0.26 2.05 0.3858
H 2.13 0.31 0.14 0.1947

12
Properties=species:S:1:pos:R:3:nbo_charge:R:1 method="wB97M-V/def2-TZVPD" gap_ev=9.897 e_tot_ev=-8337.059 de_lowest_kcal_mol=78.5
C 2.48 0.72 -0.08 0.2791
O 2.61 -0.06 0.83 -0.5114
C -0.25 -0.82 0.10 0.1308
C -1.46 -0.90 0.64 -0.3606
C -1.86 0.21 -0.30 -0.0775
O -0.49 0.20 -0.81 -0.5226
H 2.95 1.72 -0.04 0.1096
H 1.89 0.49 -0.98 0.1261
H 0.74 -1.25 0.20 0.2177
H -1.95 -1.49 1.40 0.2250
H -2.09 1.19 0.13 0.1916
H -2.57 -0.04 -1.10 0.1922